The following is a DFT calculation (ωB97M-V/def2-TZVPD) of 8 unconnected molecules or ions with the total composition C22H35F9O26S5 at a distorted geometry.

Results
frontier orbital gap	11.17	eV
SMILES string	CCOC(=O)C(F)(F)F.CCOC(=O)C(F)(F)F.CCOC(=O)C(F)(F)F.O=S1(=O)OCCO1.O=S1(=O)OCCO1.O=S1(=O)OCCO1.O=S1(=O)OCCO1.O=S1(=O)OCCO1
energy	-5704.95735	Eh
E_HOMO	-10.98	eV
lowest unoccupied orbital energy	0.19	eV
ΔE to the lowest compared entry with this formula, charge and spin	7.240	eV

Geometry as ORCA input:
```
! wB97M-V def2-TZVPD RIJCOSX def2/J DEFGRID3
* xyz 0 1
C 1.3111 0.1500 0.3932
C 0.1713 1.2242 0.0699
O -0.8553 0.9984 1.0766
C -1.9505 0.2299 0.6846
O -2.2773 -0.2161 -0.4384
C -2.9073 -0.1746 1.8181
F -4.1921 0.0362 1.5122
F -2.9478 -1.4167 2.1080
F -2.6111 0.4778 2.9172
H 1.0546 -0.8692 0.6819
H 1.9419 0.6368 1.1370
H 1.8797 0.0869 -0.5346
H -0.2405 1.1056 -0.9323
H 0.6400 2.1790 0.3081
C -6.5765 4.1480 5.4036
C -5.7587 4.1238 6.7010
O -4.5097 4.4439 6.2662
C -3.3587 4.3544 7.0734
O -3.3003 4.1428 8.2640
C -2.0807 4.7943 6.4072
F -2.0384 4.4672 5.0856
F -2.0313 6.1428 6.4049
F -1.0192 4.3631 7.0130
H -6.6548 5.0873 4.8563
H -7.5544 3.6843 5.5337
H -6.1425 3.5634 4.5925
H -5.7885 3.0844 7.0279
H -6.1771 4.8333 7.4149
C -0.1566 -5.7233 -1.6308
C 1.3012 -6.1584 -1.4249
O 1.6714 -7.2063 -2.2637
C 2.9240 -7.7779 -2.2477
O 3.8662 -7.4651 -1.4704
C 3.0955 -8.9789 -3.1566
F 3.1111 -8.4921 -4.4116
F 4.1945 -9.6184 -2.8163
F 2.0878 -9.7689 -2.9494
H -0.4638 -4.9833 -0.8918
H -0.7823 -6.5991 -1.4591
H -0.3563 -5.3574 -2.6379
H 1.5394 -6.4180 -0.3934
H 1.9231 -5.3075 -1.7031
O 5.4874 6.2877 4.4416
S 4.7981 7.1020 3.4161
O 4.5398 6.4617 2.1100
O 3.3505 7.7025 4.0038
C 3.5252 8.8715 4.7227
C 4.9894 9.3115 4.4477
O 5.4310 8.6735 3.2625
H 2.9475 9.7689 4.5011
H 3.5031 8.5367 5.7598
H 5.5900 9.1014 5.3327
H 5.0560 10.3960 4.3614
O 6.6657 3.7392 -6.5900
S 7.5988 4.1091 -5.4951
O 8.6386 5.0923 -5.8849
O 6.8481 4.4810 -4.0342
C 6.7604 3.4098 -3.2114
C 7.2809 2.1714 -3.9664
O 8.1473 2.7062 -4.8969
H 7.4150 3.6037 -2.3618
H 5.7264 3.4178 -2.8666
H 6.4669 1.6857 -4.5046
H 7.8401 1.5070 -3.3077
O -4.3709 4.6193 -1.2064
S -5.2358 4.6027 -2.3909
O -5.6817 5.9365 -2.9333
O -4.5558 3.7427 -3.5906
C -5.3819 2.6484 -4.0569
C -6.5260 2.4857 -3.0561
O -6.5915 3.6538 -2.2398
H -5.6321 3.0146 -5.0526
H -5.0030 1.6330 -4.1729
H -6.3371 1.7171 -2.3066
H -7.4917 2.3989 -3.5541
O 0.3830 -2.1344 -5.8436
S -0.5294 -2.0422 -6.9889
O -1.3159 -0.7910 -7.1466
O 0.1994 -2.4774 -8.4391
C -0.2967 -3.5950 -9.0595
C -1.5744 -3.9202 -8.2823
O -1.5215 -3.3883 -7.0017
H -0.4635 -3.4752 -10.1300
H 0.4501 -4.3322 -8.7649
H -1.6890 -4.9995 -8.1815
H -2.4416 -3.4596 -8.7555
O -1.5690 -6.5579 3.9182
S -1.0456 -7.1582 5.1373
O -0.7977 -6.3539 6.3309
O -1.7890 -8.5901 5.4158
C -1.1731 -9.7512 4.8677
C 0.3191 -9.3554 4.8899
O 0.2986 -7.9382 4.6675
H -1.3248 -10.5819 5.5570
H -1.4508 -10.0741 3.8643
H 0.8207 -9.7850 4.0228
H 0.7310 -9.6549 5.8536
*
```